Density functional theory data (ωB97M-V with the def2-TZVPD basis set) for C43H45BrGeN3O2Ru as an isolated structure in a non-equilibrium geometry.

Atoms and positions in Å:
Ru  -1.768  0.344  -0.440
O  -5.043  1.173  -2.732
C  -4.054  1.192  -2.026
N  -3.415  0.097  -1.540
C  -3.973  -1.180  -1.891
C  -4.247  -1.961  -0.636
C  -5.182  -2.988  -0.602
C  -5.441  -3.606  0.609
C  -4.773  -3.166  1.745
C  -3.830  -2.162  1.611
N  -3.565  -1.587  0.445
C  -3.413  2.480  -1.592
C  -3.999  3.709  -1.876
C  -3.384  4.866  -1.426
C  -2.183  4.752  -0.739
C  -1.651  3.491  -0.516
N  -2.264  2.380  -0.916
H  -3.267  -1.736  -2.529
H  -4.896  -1.020  -2.467
H  -5.711  -3.277  -1.497
H  -6.155  -4.415  0.664
H  -4.978  -3.592  2.715
H  -3.273  -1.801  2.466
H  -4.926  3.723  -2.430
H  -3.819  5.837  -1.611
H  -1.662  5.626  -0.380
H  -0.703  3.389  -0.001
C  3.469  5.466  2.458
C  2.588  4.506  3.270
C  3.437  3.810  4.350
C  1.481  5.323  3.946
C  2.001  3.426  2.398
C  0.777  2.818  2.715
C  0.242  1.916  1.838
Br  -1.481  1.089  2.204
C  0.835  1.575  0.586
O  0.199  0.837  -0.245
C  2.132  2.125  0.316
C  2.656  3.007  1.241
C  2.945  1.825  -0.935
C  3.477  3.149  -1.516
C  2.170  1.124  -2.051
C  4.139  0.939  -0.539
H  3.690  6.345  3.057
H  2.951  5.793  1.559
H  4.417  5.017  2.177
H  3.871  4.562  5.001
H  4.242  3.234  3.904
H  2.829  3.141  4.953
H  1.919  6.174  4.458
H  0.932  4.747  4.684
H  0.781  5.703  3.205
H  0.246  3.070  3.618
H  3.622  3.432  1.034
H  2.671  3.871  -1.618
H  3.896  2.969  -2.501
H  4.260  3.585  -0.906
H  1.302  1.713  -2.345
H  1.839  0.127  -1.761
H  2.823  1.021  -2.916
H  4.689  1.353  0.301
H  4.821  0.855  -1.380
H  3.812  -0.064  -0.271
C  1.265  -1.507  1.273
Ge  -0.379  -1.792  0.112
C  -1.055  -3.518  0.916
C  -1.070  -3.628  2.297
C  -1.441  -4.819  2.897
C  -1.787  -5.904  2.111
C  -1.750  -5.799  0.730
C  -1.406  -4.600  0.126
C  0.187  -2.165  -1.789
C  -0.319  -1.349  -2.787
C  -0.051  -1.586  -4.132
C  0.731  -2.662  -4.499
C  1.305  -3.497  -3.522
C  2.166  -4.565  -3.861
C  2.742  -5.352  -2.887
C  2.465  -5.108  -1.541
C  1.608  -4.093  -1.182
C  1.022  -3.251  -2.147
H  1.742  -2.466  1.454
H  1.000  -1.086  2.242
H  1.982  -0.848  0.793
H  -0.768  -2.794  2.916
H  -1.448  -4.897  3.974
H  -2.070  -6.836  2.577
H  -1.986  -6.654  0.113
H  -1.383  -4.527  -0.954
H  -0.936  -0.478  -2.511
H  -0.467  -0.941  -4.890
H  0.911  -2.874  -5.543
H  2.384  -4.744  -4.903
H  3.410  -6.154  -3.158
H  2.920  -5.719  -0.777
H  1.371  -3.934  -0.141

The value obtained for the frontier orbital gap (alpha / beta) is 4.9 / 4.1 eV. The value obtained for the HOMO energy (alpha / beta) is -12.516 / -12.513 eV. The value obtained for the calculated total energy is -6725.551905 a.u. The charge is +2. The spin multiplicity is 2.

=====

Density functional theory data (ωB97M-V with the def2-TZVPD basis set) for C43H45Cl3FeN12O3 as an isolated structure in a non-equilibrium geometry.

Atoms and positions in Å:
Fe  -1.497  -0.904  -0.934
C  4.137  -1.609  -0.926
N  2.729  -1.529  -1.304
C  1.670  -1.034  -0.661
N  0.567  -1.314  -1.365
C  1.041  -1.987  -2.449
N  2.330  -2.138  -2.432
C  4.366  -2.939  -0.254
C  5.292  -3.855  -0.731
C  5.456  -5.079  -0.083
C  4.693  -5.388  1.033
C  3.766  -4.457  1.505
C  3.613  -3.247  0.860
C  2.963  -4.746  2.680
N  2.999  -5.797  3.428
N  2.064  -5.610  4.418
C  1.533  -4.448  4.219
O  2.051  -3.851  3.124
C  0.520  -3.782  5.024
C  -0.040  -4.445  6.114
C  -0.997  -3.802  6.878
C  -1.387  -2.503  6.570
C  -0.816  -1.834  5.496
C  -1.224  -0.404  5.187
N  -1.459  -0.179  3.773
C  -0.620  0.297  2.844
N  -1.165  0.210  1.645
C  -2.385  -0.341  1.912
N  -2.585  -0.598  3.183
C  0.130  -2.483  4.719
H  4.399  -0.788  -0.258
H  4.718  -1.523  -1.841
H  1.696  -0.474  0.258
H  0.410  -2.356  -3.240
H  5.881  -3.618  -1.608
H  6.180  -5.790  -0.456
H  4.803  -6.327  1.555
H  2.889  -2.536  1.244
H  0.277  -5.454  6.335
H  -1.447  -4.309  7.719
H  -2.133  -2.003  7.174
H  -0.437  0.282  5.503
H  -2.148  -0.163  5.710
H  0.355  0.704  3.055
H  -3.086  -0.594  1.142
H  0.588  -1.985  3.872
C  -2.062  6.012  -4.460
C  -0.831  5.895  -3.547
C  -0.859  7.092  -2.584
C  0.421  6.003  -4.427
C  -0.854  4.516  -2.803
O  -1.307  3.486  -3.688
C  0.507  4.031  -2.255
C  1.157  4.789  -1.088
C  2.323  3.980  -0.572
C  2.104  2.930  0.316
C  3.154  2.140  0.758
C  4.438  2.398  0.305
Cl  5.754  1.404  0.853
C  4.682  3.444  -0.568
C  3.621  4.227  -1.002
C  -1.914  4.527  -1.687
N  -1.947  3.255  -0.985
C  -2.271  2.051  -1.442
N  -2.047  1.144  -0.495
C  -1.578  1.882  0.552
N  -1.502  3.158  0.285
H  -2.024  6.963  -4.990
H  -2.991  5.984  -3.891
H  -2.096  5.214  -5.199
H  -0.665  8.002  -3.151
H  -0.105  7.019  -1.803
H  -1.837  7.203  -2.116
H  0.343  6.890  -5.055
H  0.530  5.143  -5.092
H  1.327  6.099  -3.828
H  -0.716  3.447  -4.448
H  1.219  3.989  -3.082
H  0.352  2.995  -1.941
H  0.439  4.928  -0.278
H  1.515  5.763  -1.420
H  1.100  2.741  0.674
H  2.987  1.342  1.471
H  5.689  3.648  -0.903
H  3.816  5.049  -1.681
H  -2.890  4.704  -2.135
H  -1.698  5.287  -0.943
H  -2.640  1.852  -2.433
H  -1.315  1.461  1.506
C  -1.729  -4.444  0.316
O  -2.096  -2.399  -0.511
H  -1.891  -3.921  -1.611
H  -3.426  -3.387  0.404
H  -0.858  -4.225  0.912
H  -3.313  -3.144  -1.347
Cl  -6.201  -0.991  -1.552
C  -5.304  -2.493  -1.770
C  -6.076  -3.708  -1.546
C  -5.734  -5.077  -1.506
C  -4.404  -5.596  -1.385
C  -3.509  -4.761  -0.947
Cl  -2.609  -3.664  -0.559
C  -3.996  -2.127  -2.202
N  -3.040  -1.496  -2.539
H  -7.127  -3.496  -1.402
H  -6.536  -5.798  -1.556
H  -4.165  -6.636  -1.562

The value obtained for the frontier orbital gap (alpha / beta) is 6.4 / 6.0 eV. The value obtained for the HOMO energy (alpha / beta) is -9.119 / -9.309 eV. The value obtained for the calculated total energy is -5191.418442 a.u. The charge is +1. The spin multiplicity is 6.

=====

Density functional theory data (ωB97M-V with the def2-TZVPD basis set) for C43H45ClNOP3S3W as an isolated structure.

Atoms and positions in Å:
W  0.162  -0.963  -0.592
S  2.218  -1.337  1.063
P  1.847  0.633  1.281
C  0.212  0.723  0.699
P  -1.107  0.329  1.743
S  -1.331  -1.647  1.423
C  -2.590  1.236  1.241
C  -3.840  0.627  1.286
C  -4.971  1.341  0.917
C  -4.857  2.665  0.513
C  -3.613  3.281  0.487
C  -2.481  2.568  0.851
C  -0.986  0.710  3.505
C  -0.800  2.028  3.920
C  -0.770  2.327  5.270
C  -0.944  1.317  6.209
C  -1.136  0.008  5.798
C  -1.150  -0.300  4.444
C  2.219  1.184  2.960
C  2.159  0.269  4.007
C  2.439  0.679  5.301
C  2.783  2.000  5.552
C  2.851  2.914  4.510
C  2.571  2.509  3.214
C  2.930  1.639  0.239
C  2.507  2.892  -0.190
C  3.351  3.688  -0.951
C  4.620  3.233  -1.281
C  5.049  1.987  -0.842
C  4.207  1.191  -0.081
H  -3.922  -0.410  1.589
H  -5.941  0.864  0.945
H  -5.741  3.219  0.224
H  -3.526  4.316  0.181
H  -1.506  3.041  0.823
H  -0.674  2.821  3.192
H  -0.615  3.348  5.593
H  -0.929  1.555  7.265
H  -1.273  -0.778  6.529
H  -1.284  -1.324  4.118
H  1.897  -0.763  3.806
H  2.391  -0.034  6.112
H  3.008  2.317  6.562
H  3.132  3.940  4.703
H  2.648  3.223  2.404
H  1.512  3.239  0.067
H  3.021  4.664  -1.284
H  5.278  3.852  -1.876
H  6.041  1.637  -1.094
H  4.531  0.213  0.256
O  0.875  -2.883  -0.970
N  2.129  -3.049  -1.394
C  2.687  -4.258  -1.187
C  3.954  -4.509  -1.637
C  4.647  -3.501  -2.311
C  4.049  -2.278  -2.510
C  2.761  -2.044  -2.032
S  1.896  -0.559  -2.228
H  2.056  -4.956  -0.658
H  4.394  -5.479  -1.461
H  5.650  -3.679  -2.671
H  4.556  -1.473  -3.023
C  -0.640  3.362  -3.147
C  -0.250  2.321  -2.103
P  -0.957  0.650  -2.303
C  -0.597  0.364  -4.088
C  -0.719  -1.034  -4.684
C  -2.779  0.896  -2.208
C  -3.639  0.167  -3.240
H  -0.225  4.332  -2.869
H  -1.721  3.485  -3.229
H  -0.253  3.116  -4.135
H  -0.524  2.634  -1.095
H  0.835  2.184  -2.082
H  0.423  0.727  -4.227
H  -1.244  1.062  -4.626
H  -0.048  -1.736  -4.185
H  -0.437  -1.000  -5.736
H  -1.733  -1.426  -4.630
H  -2.936  1.974  -2.295
H  -3.092  0.627  -1.200
H  -3.382  0.449  -4.261
H  -4.685  0.434  -3.083
H  -3.560  -0.915  -3.153
Cl  -2.249  -8.008  -0.896
C  -2.066  -6.289  -1.054
C  -1.250  -5.776  -2.051
C  -1.102  -4.405  -2.162
C  -1.749  -3.522  -1.294
C  -1.586  -2.041  -1.470
C  -2.592  -4.069  -0.330
C  -2.749  -5.442  -0.200
H  -0.749  -6.447  -2.735
H  -0.472  -4.008  -2.949
H  -2.490  -1.527  -1.146
H  -1.479  -1.874  -2.544
H  -3.149  -3.415  0.328
H  -3.405  -5.853  0.555

The calculation puts the energy above the lowest of the compared OMol25 structures with the same formula, charge and spin at 248.6 kJ/mol. The value obtained for the frontier orbital gap (alpha / beta) is 6.7 / 7.1 eV. The value obtained for the HOMO energy (alpha / beta) is -10.120 / -10.218 eV. The value obtained for the calculated total energy is -4541.329817 a.u. The charge is +1. The spin multiplicity is 2.

=====

Density functional theory data (ωB97M-V with the def2-TZVPD basis set) for C43H45MnN4O3P2S2 as an isolated structure in a non-equilibrium geometry.

Atoms and positions in Å:
Mn  -0.058  -0.509  0.169
C  -0.447  3.447  -1.872
C  0.120  2.199  -1.241
N  -0.657  1.298  -0.737
N  -2.032  1.558  -0.867
C  -2.791  0.676  -0.349
S  -2.282  -0.774  0.498
S  -4.532  0.836  -0.397
C  -4.748  2.652  -0.317
C  -4.606  3.194  1.088
C  -5.700  3.188  1.950
C  -5.585  3.649  3.254
C  -4.368  4.132  3.719
C  -3.270  4.147  2.868
C  -3.385  3.679  1.563
C  1.592  2.053  -1.251
C  2.352  2.985  -1.983
C  3.724  2.916  -2.066
C  4.390  1.897  -1.389
C  3.674  0.971  -0.660
C  2.284  1.026  -0.597
O  1.668  0.075  0.118
H  -1.485  3.581  -1.616
H  -0.383  3.368  -2.962
H  0.126  4.320  -1.567
H  -5.762  2.788  -0.689
H  -4.048  3.102  -1.016
H  -6.657  2.819  1.593
H  -6.452  3.643  3.905
H  -4.289  4.520  4.728
H  -2.325  4.560  3.210
H  -2.536  3.711  0.897
H  1.846  3.774  -2.521
H  4.272  3.640  -2.652
H  5.470  1.825  -1.439
H  4.173  0.169  -0.128
O  0.197  -1.358  1.945
P  0.873  -2.716  1.635
C  1.430  -2.882  -0.106
P  0.297  -2.684  -1.562
O  -0.050  -1.207  -1.780
C  1.205  -3.340  -2.949
C  0.598  -3.143  -4.196
C  1.203  -3.630  -5.340
C  2.412  -4.312  -5.251
C  3.018  -4.507  -4.018
C  2.416  -4.022  -2.865
C  -1.107  -3.756  -1.352
C  -2.361  -3.319  -1.775
C  -3.449  -4.177  -1.690
C  -3.282  -5.462  -1.188
C  -2.024  -5.911  -0.801
C  -0.932  -5.064  -0.896
C  2.363  -2.883  2.613
C  2.236  -2.566  3.972
C  3.334  -2.665  4.810
C  4.564  -3.075  4.302
C  4.692  -3.394  2.958
C  3.592  -3.300  2.113
C  -0.178  -4.075  2.070
C  0.357  -5.362  2.174
C  -0.458  -6.414  2.551
C  -1.802  -6.182  2.832
C  -2.329  -4.900  2.749
C  -1.517  -3.837  2.373
H  1.817  -3.905  -0.169
H  2.255  -2.190  -0.257
H  -0.341  -2.603  -4.267
H  0.734  -3.480  -6.304
H  2.885  -4.692  -6.148
H  3.960  -5.035  -3.953
H  2.910  -4.179  -1.912
H  -2.481  -2.316  -2.162
H  -4.425  -3.841  -2.012
H  -4.137  -6.125  -1.113
H  -1.892  -6.924  -0.439
H  0.055  -5.434  -0.630
H  1.269  -2.269  4.366
H  3.234  -2.445  5.867
H  5.423  -3.154  4.958
H  5.646  -3.723  2.566
H  3.711  -3.557  1.066
H  1.410  -5.541  1.973
H  -0.048  -7.413  2.634
H  -2.438  -7.008  3.128
H  -3.372  -4.724  2.980
H  -1.924  -2.836  2.311
N  0.896  2.280  5.725
C  0.248  2.580  4.383
C  0.491  1.437  3.408
N  -0.198  1.636  2.158
H  0.727  3.020  6.406
H  1.905  2.174  5.627
H  0.533  1.412  6.114
H  0.677  3.514  4.027
H  -0.816  2.724  4.563
H  0.148  0.495  3.848
H  1.563  1.332  3.210
H  0.095  2.478  1.681
H  -1.207  1.644  2.267

The value obtained for the frontier orbital gap (alpha / beta) is 6.9 / 7.0 eV. The value obtained for the HOMO energy (alpha / beta) is -12.154 / -12.202 eV. The value obtained for the calculated total energy is -4740.062039 a.u. The charge is +2. The spin multiplicity is 5.

=====

Density functional theory data (ωB97M-V with the def2-TZVPD basis set) for an isolated ion of composition C43H45N2O4Si and charge +1 in a non-equilibrium geometry.

Atoms and positions in Å:
C  7.899  4.835  2.190
C  6.864  3.705  2.118
N  5.959  3.964  0.989
C  4.729  3.229  0.901
C  4.516  2.047  1.659
C  3.383  1.286  1.405
C  2.340  1.679  0.568
C  1.045  0.746  0.516
C  -0.187  1.699  0.500
C  -0.286  2.904  1.246
C  -1.530  3.514  1.552
C  -2.708  3.120  0.871
N  -3.926  3.846  0.968
C  -4.186  4.775  2.092
C  -5.659  5.053  2.191
O  -6.188  5.558  0.959
C  -6.051  4.618  -0.109
C  -4.609  4.156  -0.307
C  -2.609  1.925  0.085
C  -1.399  1.236  -0.042
C  2.474  2.926  -0.070
C  3.652  3.695  0.096
C  6.534  4.414  -0.290
C  7.699  5.381  -0.079
O  8.596  4.953  0.947
H  7.384  5.780  2.500
H  8.662  4.556  2.929
H  7.373  2.726  1.967
H  6.262  3.689  3.037
H  5.273  1.707  2.347
H  3.267  0.370  2.035
H  0.990  0.142  1.463
H  0.595  3.277  1.749
H  -1.529  4.364  2.241
H  -3.852  4.285  2.998
H  -3.627  5.694  1.904
H  -6.233  4.164  2.516
H  -5.836  5.871  2.890
H  -6.749  3.760  0.044
H  -6.392  5.190  -0.985
H  -4.079  4.973  -0.833
H  -4.638  3.270  -0.947
H  -3.502  1.530  -0.377
H  -1.415  0.253  -0.549
H  1.634  3.390  -0.562
H  3.727  4.672  -0.392
H  6.920  3.567  -0.881
H  5.783  4.955  -0.867
H  8.350  5.397  -0.957
H  7.341  6.420  0.124
C  -5.070  -2.939  1.544
C  -4.526  -4.221  1.465
C  -3.415  -4.471  0.639
C  -2.829  -3.441  -0.127
Si  -1.393  -3.714  -1.309
C  -0.387  -5.168  -0.668
C  -0.269  -5.453  0.695
C  0.531  -6.500  1.182
C  1.209  -7.338  0.299
C  1.082  -7.100  -1.070
C  0.279  -6.042  -1.541
C  -2.119  -4.333  -2.937
C  -2.860  -5.539  -3.014
C  -3.398  -5.971  -4.234
C  -3.195  -5.201  -5.386
C  -2.440  -4.026  -5.335
C  -1.906  -3.597  -4.110
O  -0.509  -2.148  -1.357
C  0.432  -1.734  -0.581
C  1.137  -0.361  -0.528
C  2.535  -1.076  -0.422
C  2.317  -2.138  0.571
O  1.007  -2.657  0.094
C  -3.386  -2.157  -0.021
C  -4.486  -1.904  0.809
H  -5.889  -2.723  2.225
H  -4.974  -5.034  2.037
H  -3.049  -5.496  0.562
H  -0.835  -4.855  1.417
H  0.619  -6.661  2.258
H  1.855  -8.132  0.668
H  1.605  -7.740  -1.778
H  0.149  -5.911  -2.616
H  -3.063  -6.136  -2.117
H  -3.979  -6.897  -4.288
H  -3.572  -5.543  -6.345
H  -2.259  -3.425  -6.235
H  -1.354  -2.654  -4.055
H  0.995  0.131  -1.453
H  2.648  -1.461  -1.517
H  3.406  -0.503  -0.115
H  3.077  -2.933  0.570
H  2.100  -1.824  1.563
H  -3.003  -1.353  -0.660
H  -4.882  -0.887  0.871

The value obtained for the frontier orbital gap is 6.6 eV. The value obtained for the HOMO energy is -9.876 eV. The value obtained for the calculated total energy is -2365.253039 a.u. The charge is +1. The spin multiplicity is 1.